[1]
2 unconnected molecules or ions with the total composition CHF3OS2 at a distorted geometry, computed with the ωB97M-V functional and the def2-TZVPD basis.

Output
- Energy relative to the best compared isomer or geometry (same formula, charge and spin): 9.99 kcal per mole
- Calculated total energy: -1209.8346 Eh
- Frontier orbital gap (spin up / spin down): 7.8 / 7.7 eV
- E_HOMO (spin up / spin down): -9.25 / -9.19 eV
- Charge: 0
- Structure (SMILES): FC(F)(F)S.O=S

Structure (XYZ):
```
8
CHF3OS2, DFT the ωB97M-V functional and the def2-TZVPD basis
F 1.5953 -0.6174 -1.1601
C 0.4807 -1.0807 -0.5706
F -0.1818 -1.8221 -1.4669
F 0.8700 -1.7398 0.5303
S -0.6753 0.2337 -0.0492
H -1.6397 -0.5932 -0.2553
O -0.2997 2.7321 0.7836
S -0.1496 2.8874 2.1881
```

***

[2]
A molecular structure, CHF4NO4RuS2 at a distorted geometry, computed with the ωB97M-V functional and the def2-TZVPD basis.

Output
- Energy relative to the best compared isomer or geometry (same formula, charge and spin): 29.27 kcal per mole
- 2S+1: 6
- Calculated total energy: -1684.5637 Eh
- Frontier orbital gap (spin up / spin down): 8.4 / 6.5 eV
- E_HOMO (spin up / spin down): -15.34 / -15.97 eV
- Charge: +1

Structure (XYZ):
```
14
CHF4NO4RuS2, DFT the ωB97M-V functional and the def2-TZVPD basis
Ru -2.3345 0.0193 0.5865
N 0.7000 0.6396 0.6452
S -0.5516 1.8002 0.1117
O -0.3212 2.9011 1.0847
O -0.3732 2.2500 -1.2903
S 0.5595 -0.8408 0.1351
O -0.9164 -1.1945 0.1688
O 1.4309 -1.7570 0.8515
C 0.9285 -1.1633 -1.6621
F 0.0108 -0.5972 -2.4231
F 2.1233 -0.6735 -1.9359
F 0.9131 -2.4648 -1.8919
F -1.6035 0.4500 3.0641
H -0.5658 0.6311 2.5556
```

***

[3]
A molecular structure, CHF4P at a distorted geometry, computed with the ωB97M-V functional and the def2-TZVPD basis.

Output
- Energy relative to the best compared isomer or geometry (same formula, charge and spin): 20.93 kcal per mole
- Calculated total energy: -779.4902 Eh
- Frontier orbital gap: 10.4 eV
- E_HOMO: -10.60 eV
- Charge: 0

Structure (XYZ):
```
7
CHF4P, DFT the ωB97M-V functional and the def2-TZVPD basis
C 2.1022 -0.1512 -0.0918
F 2.3044 0.3757 -1.2853
F 3.1704 -1.0410 0.0206
F 2.2093 0.7174 0.8820
F -0.5609 -0.6085 0.9132
P 0.2978 -1.5862 -0.0424
H 1.0297 -1.8705 1.1373
```

***

[4]
2 unconnected molecules or ions with the total composition CHFI2S at a distorted geometry, computed with the ωB97M-V functional and the def2-TZVPD basis.

Output
- Energy relative to the best compared isomer or geometry (same formula, charge and spin): 65.50 kcal per mole
- Calculated total energy: -1132.0228 Eh
- Frontier orbital gap (spin up / spin down): 8.4 / 5.8 eV
- E_HOMO (spin up / spin down): -9.24 / -8.55 eV
- Charge: 0

Structure (XYZ):
```
6
CHFI2S, DFT the ωB97M-V functional and the def2-TZVPD basis
C -0.9080 -0.8855 0.6734
F -2.1366 -0.6410 0.2404
S 1.2407 0.1564 -1.8408
I 0.1190 0.2927 2.0162
I 1.8577 2.2454 -0.9554
H -0.1727 -1.1681 -0.1339
```

***

[5]
2 unconnected molecules or ions with the total composition CHFN4O at a distorted geometry, computed with the ωB97M-V functional and the def2-TZVPD basis.

Output
- Energy relative to the best compared isomer or geometry (same formula, charge and spin): 119.51 kcal per mole
- Calculated total energy: -431.7033 Eh
- Frontier orbital gap (spin up / spin down): 7.7 / 7.6 eV
- E_HOMO (spin up / spin down): -21.51 / -21.97 eV
- Charge: +2

Structure (XYZ):
```
8
CHFN4O, DFT the ωB97M-V functional and the def2-TZVPD basis
C 1.6379 -0.0856 -0.5103
N -2.4474 -0.5643 0.4684
N -3.2693 -1.2920 0.2344
N -1.4811 0.1526 0.6192
N 2.7559 0.3472 -0.3888
O 3.8138 0.6767 -0.1127
F 0.4307 -0.3817 -0.6997
H -1.4404 1.1470 0.3895
```

***

[6]
A gas-phase ion, CHFN5 (charge -1) at a distorted geometry, computed with the ωB97M-V functional and the def2-TZVPD basis.

Output
- Energy relative to the best compared isomer or geometry (same formula, charge and spin): 29.09 kcal per mole
- Calculated total energy: -412.2572 Eh
- Frontier orbital gap: 10.1 eV
- E_HOMO: -5.42 eV
- Charge: -1

Structure (XYZ):
```
8
CHFN5, DFT the ωB97M-V functional and the def2-TZVPD basis
C 0.0587 -0.1987 0.1586
N -1.1773 -0.0991 -0.3136
N 0.6401 -1.3452 0.0490
N -1.4019 -1.3661 -0.6691
N -0.3474 -2.0653 -0.4561
N 0.9831 1.2718 0.6766
F 0.0378 2.3839 0.7960
H 1.2069 1.4187 -0.2413
```

***

[7]
2 unconnected molecules or ions with the total composition CHFNO2S at a distorted geometry, computed with the ωB97M-V functional and the def2-TZVPD basis.

Output
- 2S+1: 3
- Calculated total energy: -741.8066 Eh
- Frontier orbital gap (spin up / spin down): 6.5 / 7.9 eV
- E_HOMO (spin up / spin down): -2.23 / -4.30 eV
- Charge: -1

Structure (XYZ):
```
7
CHFNO2S, DFT the ωB97M-V functional and the def2-TZVPD basis
C -0.0363 1.0946 -0.1935
N -2.1496 0.3137 -0.0959
O -3.1863 -1.7438 0.9760
O -0.8593 -1.6789 0.9276
F 0.1303 1.1361 1.1701
S -2.0423 -0.9494 0.6333
H 0.1275 0.0979 -0.7113
```

***

[8]
2 unconnected molecules or ions with the total composition CHFNO3 at a distorted geometry, computed with the ωB97M-V functional and the def2-TZVPD basis.

Output
- Energy relative to the best compared isomer or geometry (same formula, charge and spin): 55.39 kcal per mole
- Calculated total energy: -418.9008 Eh
- Frontier orbital gap: 7.6 eV
- E_HOMO: -3.39 eV
- Charge: -1

Structure (XYZ):
```
7
CHFNO3, DFT the ωB97M-V functional and the def2-TZVPD basis
C 1.6564 0.0908 0.3992
N 0.4753 0.4811 0.1394
O 1.7138 1.1792 -0.4584
O 2.4083 -0.6961 0.8600
O -2.2674 -0.2029 -0.7864
F -2.6204 -0.8158 0.4604
H -1.3660 -0.0363 -0.6142
```

***

[9]
2 unconnected molecules or ions with the total composition CHFOS2 at a distorted geometry, computed with the ωB97M-V functional and the def2-TZVPD basis.

Output
- Energy relative to the best compared isomer or geometry (same formula, charge and spin): 0.00 kcal per mole
- Calculated total energy: -1010.1642 Eh
- Frontier orbital gap: 9.8 eV
- E_HOMO: -9.92 eV
- Charge: 0
- Structure (SMILES): O=C=S.FS

Structure (XYZ):
```
6
CHFOS2, DFT the ωB97M-V functional and the def2-TZVPD basis
O 1.4165 2.1823 1.0240
C 1.7731 1.1347 0.6988
S 2.2858 -0.2317 0.2101
F -1.3042 -0.4483 0.2883
S -2.0135 -1.6881 -0.5530
H -2.1577 -0.9489 -1.6682
```

***

[10]
CHI2NO in the gas phase at a distorted geometry, computed with the ωB97M-V functional and the def2-TZVPD basis.

Output
- Energy relative to the best compared isomer or geometry (same formula, charge and spin): 38.51 kcal per mole
- Calculated total energy: -763.9816 Eh
- Frontier orbital gap: 7.8 eV
- E_HOMO: -8.57 eV
- Charge: 0

Structure (XYZ):
```
6
CHI2NO, DFT the ωB97M-V functional and the def2-TZVPD basis
C 0.7613 0.5969 -0.2895
N -0.4034 -0.6156 0.4191
O 0.5130 1.7229 -0.1320
I -2.0570 0.4683 0.8193
I -0.5461 -2.3903 -0.3971
H 1.7322 0.2178 -0.4197
```